(1)
Computed, not measured: C9H20F8N5NaO16S8 as an isolated structure at a distorted geometry, with ωB97M-V/def2-TZVPD.

As for the spin multiplicity: 1. The value obtained for the molar mass is 885.79 g mol⁻¹. As for the charge: -2. Its LUMO energy is 1.50 eV. Its energy above the lowest of the compared OMol25 structures with the same formula, charge and spin is 7.363 eV. The HOMO energy is -5.3151 eV.

CARTESIAN COORDINATES (ANGSTROEM)
Na (4.982, 1.911, 6.731)
C (7.139, -7.464, 10.284)
C (6.432, -6.103, 10.173)
C (4.920, -6.242, 10.000)
N (4.177, -4.884, 9.851)
C (4.435, -4.061, 11.165)
C (3.488, -2.855, 11.167)
C (2.043, -3.330, 11.114)
C (1.693, -4.085, 9.829)
C (2.717, -5.270, 9.576)
C (4.683, -4.105, 8.672)
H (6.807, -8.026, 11.157)
H (8.204, -7.248, 10.368)
H (7.095, -8.021, 9.348)
H (6.890, -5.444, 9.435)
H (6.564, -5.632, 11.147)
H (4.582, -6.947, 10.759)
H (4.691, -6.841, 9.119)
H (4.185, -4.856, 11.868)
H (5.474, -3.743, 11.245)
H (3.618, -2.355, 12.127)
H (3.735, -2.136, 10.386)
H (1.977, -3.984, 11.983)
H (1.337, -2.521, 11.300)
H (0.682, -4.483, 9.915)
H (1.716, -3.495, 8.912)
H (2.477, -6.236, 10.020)
H (2.666, -5.530, 8.519)
H (5.611, -3.571, 8.877)
H (3.962, -3.292, 8.589)
H (4.805, -4.842, 7.879)
N (0.867, 1.206, 6.875)
S (-0.340, 1.894, 7.327)
O (-1.309, 1.003, 7.923)
O (-0.738, 3.174, 6.709)
F (0.366, 2.505, 8.691)
S (0.146, 0.669, 5.390)
O (0.403, 1.504, 4.201)
O (-1.093, -0.085, 5.411)
F (1.271, -0.517, 5.192)
N (5.999, 5.791, 8.111)
S (6.455, 6.413, 9.413)
O (5.934, 5.808, 10.631)
O (6.860, 7.794, 9.532)
F (7.856, 5.666, 9.325)
S (4.746, 6.966, 7.942)
O (4.969, 8.179, 7.213)
O (3.655, 6.920, 8.895)
F (4.098, 6.099, 6.737)
N (10.098, -0.842, 12.198)
S (9.597, 0.411, 12.831)
O (8.159, 0.581, 12.975)
O (10.463, 1.622, 12.837)
F (9.947, -0.095, 14.325)
S (10.034, -0.098, 10.653)
O (11.400, 0.171, 10.193)
O (8.856, 0.584, 10.098)
F (9.855, -1.545, 9.944)
N (7.810, 0.916, 3.590)
S (8.680, -0.213, 3.157)
O (9.556, -0.101, 1.992)
O (8.302, -1.557, 3.504)
F (9.690, 0.090, 4.337)
S (6.920, 0.971, 2.142)
O (6.187, -0.237, 1.792)
O (7.432, 1.857, 1.064)
F (5.790, 1.931, 2.811)

(2)
Computed, not measured: a 3-piece molecular cluster, C9H20FN3O4 overall at a distorted geometry, with ωB97M-V/def2-TZVPD.

As for the spin multiplicity: 1. The value obtained for the molar mass is 253.27 g mol⁻¹. As for the charge: 0. Its LUMO energy is 0.55 eV. The HOMO energy is -9.6468 eV.

CARTESIAN COORDINATES (ANGSTROEM)
C (-3.231, -1.718, -0.381)
C (-3.441, -1.461, 1.225)
F (-2.134, -1.165, 1.856)
N (-4.123, -2.687, 1.793)
C (-3.092, -3.664, 2.315)
O (-2.761, -3.581, 3.609)
O (-2.458, -4.738, 1.525)
H (-4.263, -1.561, -0.940)
H (-2.371, -1.050, -0.818)
H (-2.926, -2.842, -0.554)
H (-4.129, -0.524, 1.402)
H (-4.727, -2.383, 2.587)
H (-1.987, -4.362, 0.706)
C (0.376, 1.935, -3.935)
N (-0.577, 0.881, -3.683)
C (-0.640, 0.034, -2.616)
C (0.394, 0.177, -1.534)
O (-1.527, -0.814, -2.562)
H (-0.175, 2.874, -4.028)
H (0.878, 1.719, -4.881)
H (1.119, 2.025, -3.141)
H (-1.307, 0.720, -4.367)
H (0.210, -0.567, -0.754)
H (1.393, 0.006, -1.945)
H (0.331, 1.171, -1.084)
C (2.373, 1.523, 2.790)
N (2.495, 1.583, 1.352)
C (3.604, 1.862, 0.608)
C (4.889, 2.152, 1.331)
O (3.528, 1.871, -0.618)
H (2.031, 0.521, 3.058)
H (1.620, 2.253, 3.096)
H (3.315, 1.735, 3.297)
H (1.671, 1.400, 0.792)
H (5.679, 2.355, 0.601)
H (4.773, 3.033, 1.967)
H (5.187, 1.286, 1.929)

(3)
Computed, not measured: C9H20I2NbO as an isolated structure at a distorted geometry, with ωB97M-V/def2-TZVPD.

As for the spin multiplicity: 1. The value obtained for the molar mass is 490.97 g mol⁻¹. As for the charge: -1. Its LUMO energy is 2.51 eV. The HOMO energy is -4.9397 eV.

CARTESIAN COORDINATES (ANGSTROEM)
C (-4.710, -1.561, 1.564)
C (-3.878, -2.444, 0.668)
I (-4.507, -4.488, 0.888)
C (-2.915, -2.018, -0.141)
I (-1.782, -3.328, -1.292)
Nb (-2.264, 0.133, -0.612)
O (-0.399, 0.007, -1.009)
C (0.627, 0.949, -0.702)
C (2.037, 0.374, -0.955)
C (2.639, 0.924, -2.245)
C (2.985, 0.546, 0.250)
C (2.788, -0.584, 1.273)
C (2.876, 1.928, 0.921)
H (-5.650, -1.294, 1.072)
H (-4.153, -0.645, 1.779)
H (-4.956, -2.068, 2.499)
H (-1.928, 0.318, 1.218)
H (-2.028, 1.922, -0.533)
H (-2.872, 0.217, -2.381)
H (-3.856, 0.865, -0.178)
H (0.498, 1.239, 0.342)
H (0.449, 1.830, -1.327)
H (1.874, -0.702, -1.099)
H (2.645, 2.021, -2.256)
H (3.671, 0.585, -2.390)
H (2.060, 0.597, -3.114)
H (4.006, 0.470, -0.147)
H (3.467, -1.420, 1.085)
H (2.969, -0.242, 2.297)
H (1.768, -0.979, 1.226)
H (2.598, 2.710, 0.208)
H (2.117, 1.925, 1.708)
H (3.826, 2.212, 1.383)

(4)
Computed, not measured: a 2-piece molecular cluster, C9H20IN2S overall, with ωB97M-V/def2-TZVPD.

As for the spin multiplicity: 1. The value obtained for the molar mass is 315.24 g mol⁻¹. As for the charge: +1. Its LUMO energy is -3.60 eV. The HOMO energy is -11.8690 eV.

CARTESIAN COORDINATES (ANGSTROEM)
C (-0.624, -1.001, -0.951)
C (1.093, -0.861, 0.879)
C (-1.886, -0.386, 1.146)
C (0.761, -0.470, -0.528)
C (-1.946, -0.440, -0.346)
C (0.971, 1.018, -0.809)
C (1.806, -1.271, -1.343)
C (-2.283, 0.951, -0.897)
C (-3.060, -1.412, -0.758)
N (1.872, -0.177, 1.608)
N (2.568, 2.311, 1.890)
S (-1.098, 0.721, 2.020)
I (2.527, -0.836, 3.450)
H (-0.703, -0.861, -2.030)
H (-0.624, -2.078, -0.764)
H (0.730, -1.843, 1.178)
H (-2.434, -1.155, 1.685)
H (0.577, 1.258, -1.792)
H (2.033, 1.251, -0.815)
H (0.466, 1.627, -0.067)
H (1.721, -2.336, -1.158)
H (2.813, -0.961, -1.081)
H (1.653, -1.097, -2.401)
H (-3.296, 1.223, -0.611)
H (-2.228, 0.949, -1.982)
H (-1.615, 1.709, -0.507)
H (-4.024, -1.059, -0.399)
H (-2.890, -2.407, -0.352)
H (-3.112, -1.492, -1.842)
H (2.412, 2.959, 1.117)
H (2.240, 1.264, 1.621)
H (3.559, 2.294, 2.138)
H (2.021, 2.606, 2.701)